Entry from the Open Molecules 2025 dataset: a cluster of 4 separate species, C23H48FNO8S5 in total (ωB97M-V/def2-TZVPD).

The geometry in XYZ format:
```
86
Properties=species:S:1:pos:R:3:mulliken_charge:R:1
C -2.85788 4.13201 -0.06460 -1.58
C -2.26071 2.78504 -0.47739 -0.16
C -2.14871 2.63415 -1.99317 0.14
C -1.47002 1.32610 -2.40168 -0.48
C -1.07488 1.17757 -3.89595 -0.74
C -1.30403 2.38250 -4.82337 -0.87
C -0.09301 3.34586 -4.93762 -0.59
C -0.23692 4.72338 -4.24942 -1.08
C 0.53610 4.93789 -2.93216 -0.62
C 1.91441 4.28186 -2.87044 -0.09
C 2.70493 4.70867 -1.62655 -1.23
N 3.20842 3.52861 -0.83714 0.04
S 3.58984 4.13286 0.79809 -0.15
S 4.53417 2.85822 -1.58528 1.18
O 5.71012 3.63648 -1.48094 -0.59
O 4.15198 2.29275 -2.82210 -0.56
F 4.70582 1.66183 -0.62113 -0.16
H -2.78169 4.26892 1.01889 0.39
H -3.92244 4.18054 -0.30621 0.35
H -2.34168 4.97295 -0.53759 0.33
H -2.91879 1.99381 -0.09631 0.14
H -1.26350 2.66535 -0.03202 0.41
H -3.17120 2.62962 -2.39987 0.29
H -1.65410 3.50605 -2.43084 -0.37
H -0.57999 1.18384 -1.77487 0.23
H -2.14557 0.51094 -2.12533 0.36
H -0.01516 0.90446 -3.94983 0.12
H -1.61125 0.31448 -4.30111 0.39
H -1.49560 1.98717 -5.82585 0.47
H -2.20545 2.93364 -4.54521 0.41
H 0.10036 3.52150 -5.99926 0.36
H 0.78112 2.80790 -4.56668 0.42
H 0.02992 5.51451 -4.95394 0.48
H -1.30031 4.87587 -4.03133 0.41
H -0.05752 4.60823 -2.07230 0.11
H 0.66820 6.01967 -2.79272 0.41
H 1.79289 3.19710 -2.82087 0.29
H 2.47681 4.47015 -3.78923 0.39
H 3.53551 5.38315 -1.85529 0.38
H 2.03982 5.23897 -0.94114 0.63
H 4.63690 3.34032 1.05610 0.16
C -2.38223 -1.53694 3.53737 -0.18
C -1.23644 -0.51498 3.55220 -0.90
C -1.59186 0.59021 2.55053 -0.49
S -3.39068 0.64684 2.50278 1.20
O -3.84258 0.25840 1.18905 -0.67
O -3.85527 1.87577 3.09762 -0.70
C -3.66755 -0.72224 3.62179 -0.87
H -2.31042 -2.24273 4.36173 0.07
H -2.36220 -2.10492 2.60438 0.31
H -1.14291 -0.08872 4.55336 0.31
H -0.28204 -0.97356 3.29703 0.42
H -1.23296 1.57142 2.85110 0.44
H -1.24884 0.36069 1.54327 0.23
H -4.55803 -1.25921 3.30520 0.47
H -3.81377 -0.30303 4.61696 0.35
C 4.56200 -1.69744 -2.74038 -0.66
C 3.75289 -2.70946 -3.56329 -0.61
C 3.05128 -3.64727 -2.57303 -0.70
S 2.79915 -2.68541 -1.07157 1.17
O 3.57683 -3.27070 -0.00775 -0.69
O 1.39396 -2.42802 -0.88381 -0.63
C 3.62299 -1.20506 -1.64525 -0.39
H 4.91965 -0.87018 -3.35180 0.34
H 5.42971 -2.18686 -2.29266 0.34
H 3.00817 -2.18015 -4.16067 0.28
H 4.38556 -3.27049 -4.24944 0.34
H 2.08039 -3.98992 -2.92102 0.37
H 3.67097 -4.50023 -2.30345 0.35
H 4.12654 -0.73485 -0.80583 0.31
H 2.85679 -0.54006 -2.04432 0.16
C -1.55948 -7.59297 5.99656 -0.59
C -0.40862 -6.57723 6.02156 -0.69
C -0.76651 -5.45665 5.03786 -0.60
S -2.56560 -5.39348 4.99156 1.20
O -3.00862 -5.75900 3.67144 -0.67
O -3.02858 -4.17434 5.60813 -0.68
C -2.84253 -6.77454 6.09686 -0.72
H -1.48396 -8.31108 6.81151 0.35
H -1.54713 -8.14851 5.05665 0.30
H -0.30615 -6.16697 7.02797 0.31
H 0.54201 -7.03692 5.75646 0.33
H -0.39941 -4.48200 5.34922 0.34
H -0.43052 -5.67424 4.02588 0.40
H -3.73717 -7.30172 5.77471 0.40
H -2.98374 -6.36617 7.09716 0.34
```

Strongest force on any atom in eV Å⁻¹: 0.8
Kohn-Sham gap in eV: 9.9475
Calculated total energy in eV: -99391.3091
E_LUMO in eV: 0.27
E_HOMO in eV: -9.677

---

Entry from the Open Molecules 2025 dataset: a structure of composition C23H40BrClF7I2N4O6S (ωB97M-V/def2-TZVPD).

The geometry in XYZ format:
```
85
Properties=species:S:1:pos:R:3:mulliken_charge:R:1
C 2.06180 -0.18679 1.70343 -0.64
C 2.05304 1.36645 2.02091 0.14
I 3.98890 2.38740 1.99543 0.25
C 0.85935 2.08373 2.27786 -0.88
I 1.10326 4.25203 2.61790 0.16
N -0.54089 1.48960 2.36960 0.64
C -0.65992 0.42779 3.43482 -0.65
C -1.36922 -0.94288 3.01685 -0.47
Br -1.87463 -1.81429 4.76686 0.04
N -2.49864 -0.83709 2.05211 0.73
S -3.94069 -0.19431 2.68130 1.12
O -4.76387 -1.34335 3.24201 -0.56
O -3.76965 0.77282 3.85035 -0.58
C -5.08455 0.64351 1.48208 0.72
F -5.30334 -0.10777 0.26622 -0.28
F -4.57585 1.91798 1.02352 -0.32
C -6.56798 0.94616 2.04971 0.37
F -6.67062 0.99692 3.45174 -0.21
F -6.98661 2.23455 1.56607 -0.27
C -7.69629 -0.09019 1.53437 0.64
F -7.34085 -1.45327 1.74759 -0.18
F -8.82838 0.12740 2.38993 -0.24
F -8.15774 0.16882 0.22752 -0.21
C -1.95291 -0.16825 0.83857 -0.64
C -1.07227 -1.24248 -0.03319 -0.07
C -1.76816 -2.72535 -0.02643 -0.85
C -0.86440 -3.81975 0.77800 -0.51
C -1.74734 -4.85933 1.62875 -0.77
O -2.59222 -4.22453 2.63080 0.05
C -3.06771 -5.30477 3.46409 0.03
O -4.21076 -5.28261 3.99279 -0.46
C -1.22815 1.24702 1.06560 -0.20
Cl -0.19866 1.59678 -0.44280 -0.20
H 1.81366 -0.30971 0.58177 0.20
H 3.15973 -0.54418 1.79683 0.54
H 1.45498 -0.85857 2.38984 0.06
H -1.05542 2.29649 2.80299 0.52
H 0.38659 0.18984 3.86605 0.45
H -1.24327 0.82702 4.35332 0.33
H -0.53225 -1.64130 2.63027 -0.10
H -2.82794 0.05216 0.10875 0.24
H -1.04810 -0.95520 -1.15392 0.38
H -0.02784 -1.40675 0.39111 -0.34
H -2.85705 -2.70475 0.31248 0.37
H -1.78584 -3.11251 -1.11789 0.44
H -0.31363 -4.46057 -0.01437 0.41
H -0.03877 -3.34168 1.41175 0.18
H -2.34687 -5.58286 0.96303 0.34
H -0.99285 -5.53312 2.19877 0.43
H -2.41740 -6.22429 3.69807 0.31
H -2.07505 2.03225 0.95415 0.30
C 10.00927 1.80645 -1.59549 -1.38
C 8.57780 1.32388 -1.37729 0.35
C 7.57772 2.46510 -1.09534 -0.70
O 7.65014 2.99919 0.22418 -0.32
C 8.69431 3.94058 0.42147 -0.71
N 8.57074 0.32110 -0.30428 -0.72
H 10.51112 2.06965 -0.66262 0.29
H 10.60648 1.01711 -2.06289 0.35
H 10.03452 2.67710 -2.25647 0.34
H 8.25889 0.83464 -2.30416 0.39
H 6.56545 2.05697 -1.19172 0.34
H 7.65995 3.26529 -1.84074 0.39
H 8.87372 4.54975 -0.46856 0.32
H 9.60893 3.42826 0.72497 0.24
H 8.40315 4.60171 1.24053 0.25
H 7.63461 -0.07469 -0.23292 0.25
H 8.69021 0.82004 0.57835 0.32
C -1.98259 1.11251 -3.31475 -0.10
C -1.24232 0.48256 -4.49031 0.24
C -2.02101 0.55130 -5.82065 -0.78
O -3.08672 -0.38672 -5.92617 -0.40
C -4.28282 0.00388 -5.27080 -0.57
N -0.88668 -0.90005 -4.14196 -0.60
H -2.77895 0.47240 -2.92769 0.09
H -1.28903 1.29057 -2.48625 -0.62
H -2.42108 2.07445 -3.59389 0.49
H -0.31531 1.05002 -4.62743 0.38
H -1.32743 0.30007 -6.62995 0.39
H -2.37869 1.56752 -6.02538 0.40
H -4.44615 1.08410 -5.32011 0.30
H -4.26976 -0.33408 -4.23234 0.16
H -5.11794 -0.49516 -5.76630 0.27
H -0.30245 -1.28391 -4.88288 0.29
H -1.74197 -1.45547 -4.19644 0.28
```

Total charge: +1
Strongest force on any atom in eV Å⁻¹: 9.6
Kohn-Sham gap in eV: 7.1061
Calculated total energy in eV: -171351.8711
E_LUMO in eV: -3.90
E_HOMO in eV: -11.008

---

Entry from the Open Molecules 2025 dataset: a structure of composition C13H32AlF3O15S5 (ωB97M-V/def2-TZVPD).

The geometry in XYZ format:
```
69
Properties=species:S:1:pos:R:3:mulliken_spin:R:1
Al 17.98004 -6.97640 -0.17280 0.03
C 22.83190 -6.09587 1.47485 -0.01
F 23.98664 -6.55074 1.92550 0.00
F 22.06724 -5.79054 2.52585 0.00
F 22.95504 -4.93082 0.63870 0.00
S 22.04296 -7.53031 0.46781 -0.11
O 22.95178 -7.77860 -0.66900 0.45
O 21.81662 -8.63890 1.38833 0.21
O 20.80916 -6.91078 -0.11293 0.43
O 15.16064 -9.21380 -4.26638 0.00
S 16.49675 -9.41981 -3.63859 0.00
O 17.01930 -8.62255 -2.48131 0.01
O 16.62727 -10.98633 -3.23113 0.00
C 16.02854 -12.04280 -4.02793 0.00
C 16.15349 -13.49423 -3.50797 0.00
C 17.70220 -9.39026 -5.03974 0.00
H 16.48542 -11.94681 -5.01288 0.00
H 14.99593 -11.72196 -4.16532 0.00
H 15.74953 -14.21512 -4.21876 0.00
H 15.57834 -13.71613 -2.60905 0.00
H 17.15176 -13.81820 -3.21370 0.00
H 17.27546 -9.86868 -5.92127 0.00
H 18.58914 -9.90773 -4.67413 0.00
H 17.94814 -8.35144 -5.25991 0.00
O 19.51214 -4.60333 -4.11307 0.00
S 20.05393 -5.85130 -3.53353 0.00
O 19.21316 -6.64070 -2.68166 0.00
O 20.60404 -6.83502 -4.80577 0.00
C 20.85865 -6.11582 -5.97546 0.00
C 21.61511 -7.00962 -6.91821 0.00
C 21.74054 -5.60039 -2.70412 0.00
H 21.67915 -5.41696 -5.81277 0.00
H 20.05886 -5.63001 -6.53441 0.00
H 20.99380 -7.81325 -7.31348 0.00
H 22.34868 -7.45548 -6.24651 0.00
H 22.04663 -6.43357 -7.73679 0.00
H 22.22706 -5.00928 -3.47998 0.00
H 22.26438 -6.54981 -2.59314 0.00
H 21.57149 -5.15600 -1.72327 0.00
O 17.02130 -6.27087 -4.86703 0.00
S 16.28293 -5.55250 -3.81163 0.00
O 16.54203 -5.79157 -2.37953 0.01
O 16.15099 -3.86860 -4.03602 0.00
C 16.12258 -3.39642 -5.38090 0.00
C 17.08490 -2.21814 -5.47910 0.00
C 14.44180 -5.89460 -4.15889 0.00
H 15.13255 -3.01667 -5.63338 0.00
H 16.43909 -4.13909 -6.11327 0.00
H 18.04956 -2.56948 -5.84528 0.00
H 17.16384 -1.66521 -4.54309 0.00
H 16.75893 -1.49793 -6.22953 0.00
H 13.85490 -5.16781 -3.59727 0.00
H 14.19714 -6.88609 -3.77785 0.00
H 14.31744 -5.79953 -5.23759 0.00
O 17.19910 -9.46645 1.30650 0.00
S 16.77258 -10.87306 1.48150 0.00
O 17.60031 -11.97746 2.04130 0.00
O 15.39461 -10.74086 2.45429 0.00
C 14.72927 -11.85350 2.92572 0.00
C 13.53465 -11.21423 3.56644 0.00
C 15.96369 -11.47429 -0.04900 0.00
H 15.37072 -12.42908 3.59306 0.00
H 14.39444 -12.49453 2.11019 0.00
H 12.74650 -11.02633 2.83732 0.00
H 13.83970 -10.32759 4.12226 0.00
H 13.12064 -11.94200 4.26432 0.00
H 15.21956 -10.71130 -0.27750 0.00
H 15.60388 -12.47285 0.19903 0.00
H 16.60787 -11.53287 -0.92632 0.00
```

Total charge: +1
Strongest force on any atom in eV Å⁻¹: 5.0
Kohn-Sham gap (spin up / spin down) in eV: 10.2704 / 4.9362
Multiplicity: 2
Calculated total energy in eV: -113624.9965
E_LUMO (spin up / spin down) in eV: -2.83 / -8.14
E_HOMO (spin up / spin down) in eV: -13.098 / -13.076
⟨S²⟩: 0.765

---

Entry from the Open Molecules 2025 dataset: a structure of composition C11H27ClCrN4O7S (ωB97M-V/def2-TZVPD).

The geometry in XYZ format:
```
52
Properties=species:S:1:pos:R:3:mulliken_spin:R:1
Cr -0.44901 -1.21659 0.18730 4.01
N -3.47599 -0.44717 1.52673 0.55
O -2.21230 -0.70714 1.32195 0.20
O -3.78739 0.60794 2.21812 0.50
O -4.31530 -0.80604 0.58977 0.68
Cl -0.66271 -3.57673 0.67961 0.01
C 2.29388 -1.35747 3.62924 0.00
C 1.44252 -0.33479 2.92634 0.03
O 0.67550 -0.64855 2.00629 0.05
N 1.37644 0.93071 3.38590 0.00
C 2.07912 1.57039 4.47369 0.00
H 1.85938 -1.61574 4.59240 0.00
H 3.21075 -0.82850 3.92248 0.00
H 2.53734 -2.14705 2.93286 0.00
H 0.59499 1.43953 3.00060 0.00
H 1.46118 2.23040 5.07728 0.00
H 2.94064 2.13922 4.10990 0.00
H 2.50657 0.84079 5.16307 0.00
C -0.41805 -0.24868 -4.05403 0.04
C -1.55384 -0.74017 -3.21779 0.02
O -1.30935 -1.06296 -1.97635 0.01
N -2.81407 -0.69041 -3.76875 0.00
C -3.97508 -1.01686 -2.94281 -0.01
H 0.53053 -0.51413 -3.58732 -0.01
H -0.47185 0.82548 -4.27716 -0.01
H -0.38171 -0.84024 -4.97701 0.00
H -2.91909 0.02114 -4.47679 0.00
H -4.89817 -0.65830 -3.39084 0.00
H -3.87550 -0.41289 -2.03225 0.01
H -4.04691 -2.05125 -2.61720 0.00
C 3.24746 -2.43483 0.14233 0.00
C 2.50534 -1.38514 -0.65730 -0.01
O 1.30979 -1.46224 -0.91429 0.04
N 3.31892 -0.40349 -1.10364 0.00
C 2.83409 0.63987 -1.99461 -0.01
H 3.94606 -2.89064 -0.56947 0.00
H 2.62408 -3.23249 0.53483 0.00
H 3.88033 -1.97771 0.90197 0.00
H 4.30763 -0.56660 -1.17369 0.00
H 3.30293 1.59191 -1.76305 -0.01
H 1.74792 0.68697 -1.93385 0.04
H 2.99136 0.39678 -3.05176 0.00
C -1.26707 2.90306 1.27173 0.07
S -0.94843 2.19666 -0.36151 1.07
O -0.25470 0.85582 -0.15243 0.57
C -2.64448 1.85033 -0.94188 0.08
H -1.83255 2.18438 1.86874 0.01
H -1.87182 3.77979 1.03319 0.05
H -0.32786 3.26379 1.68351 0.00
H -2.47606 1.52120 -1.96600 0.01
H -3.29237 2.72368 -0.98971 0.02
H -3.04310 1.07495 -0.28836 -0.01
```

Strongest force on any atom in eV Å⁻¹: 5.3
Kohn-Sham gap (spin up / spin down) in eV: 4.4055 / 5.1201
Multiplicity: 9
Calculated total energy in eV: -83907.2410
E_LUMO (spin up / spin down) in eV: 0.12 / -2.86
E_HOMO (spin up / spin down) in eV: -4.287 / -7.978
Energy relative to the best compared isomer or geometry (same formula, charge and spin) in eV: 0.000
⟨S²⟩: 20.027

---

Entry from the Open Molecules 2025 dataset: the molecule CH6P2S (ωB97M-V/def2-TZVPD).

The geometry in XYZ format:
```
10
Properties=species:S:1:pos:R:3:mulliken_charge:R:1
C -0.40812 0.22064 0.09117 -0.82
P -2.20454 -0.32182 -0.02097 -0.01
P 2.61967 0.03852 -0.03909 -0.07
S 0.88584 -1.10547 0.05556 -0.06
H -0.44230 0.87164 -0.86033 0.32
H -0.34876 0.84615 0.90512 0.49
H -1.98116 -1.12718 -1.08068 0.02
H -2.18420 -1.37832 0.77175 0.01
H 2.09746 0.88119 0.97482 0.05
H 1.96612 1.07464 -0.79734 0.06
```

Strongest force on any atom in eV Å⁻¹: 3.6
Kohn-Sham gap in eV: 10.0900
Calculated total energy in eV: -30545.6125
E_LUMO in eV: 0.92
E_HOMO in eV: -9.168
Energy relative to the best compared isomer or geometry (same formula, charge and spin) in eV: 0.785